Computed, not measured: a molecular structure, C38H51AuN8OSb3, with ωB97M-V with the def2-TZVPD basis set.

Results
energy relative to the best compared isomer or geometry (same formula, charge and spin) = 32.0 kJ/mol
Kohn-Sham gap (alpha / beta) = 2.384 / 2.385 eV
HOMO (alpha / beta) = -0.4965 / -0.4965 hartree
max |F| = 3.20 eV/Å
total energy = -2847.330436 hartree

Geometry as ORCA input:
```
! RIJCOSX wB97M-V def2-TZVPD def2/J DEFGRID3
* xyz 3 1
Au 0.05790 0.91086 0.42512
C -0.60410 -1.64151 -5.13712
N -0.80975 -1.22123 -3.75706
C -0.01345 -0.51090 -2.95110
N -0.60301 -0.33214 -1.77979
C -1.79137 -0.97893 -1.93579
N -1.95018 -1.53305 -3.11238
C 0.16621 -2.93586 -5.27284
C 0.66908 -3.30201 -6.53247
C 1.36552 -4.48891 -6.72371
C 1.58783 -5.33785 -5.65758
C 1.08508 -4.98000 -4.39318
C 0.36510 -3.78008 -4.21092
C 1.32163 -5.81775 -3.27921
N 2.03320 -6.95248 -3.20951
N 2.02092 -7.35200 -1.95781
C 1.29471 -6.46879 -1.25987
O 0.83610 -5.49022 -2.06479
C 0.99467 -6.44551 0.12525
C 1.54291 -7.40910 0.99087
C 1.24257 -7.34149 2.33583
C 0.40517 -6.33799 2.81606
C -0.15739 -5.38503 1.95916
C -1.11736 -4.33721 2.47354
N -0.61993 -2.96686 2.32671
C -0.69707 -2.13699 1.28881
N -0.15187 -0.97351 1.61708
C 0.25560 -1.16538 2.90414
N -0.01137 -2.35887 3.36234
C 0.13920 -5.44417 0.61740
H -0.09582 -0.83622 -5.66784
H -1.59917 -1.74558 -5.57034
H 0.95581 -0.14436 -3.24892
H -2.56007 -1.01013 -1.17976
H 0.51033 -2.64531 -7.37994
H 1.73735 -4.74220 -7.70614
H 2.13672 -6.26186 -5.77660
H -0.02387 -3.53618 -3.23186
H 2.19063 -8.18007 0.59636
H 1.65511 -8.06942 3.01990
H 0.17579 -6.30273 3.87402
H -1.31038 -4.46894 3.53535
H -2.07053 -4.39742 1.94771
H -1.16292 -2.38091 0.34957
H 0.73771 -0.40932 3.50172
H -0.29757 -4.73706 -0.07598
C 3.03077 1.29023 3.78858
Sb 2.20240 1.96125 1.94121
C 3.96758 2.28156 0.81697
C 1.52162 3.96183 2.38772
C 2.27566 4.96649 1.57593
C 3.47427 5.47530 2.07429
C 4.25977 6.33319 1.32363
C 3.85476 6.69706 0.04830
C 2.65394 6.22091 -0.45180
C 1.84305 5.36443 0.29313
C 0.51836 4.95859 -0.29628
Sb 0.43039 2.99008 -1.15356
C 2.06469 3.07360 -2.51017
C -1.25127 3.15173 -2.42645
H 3.85402 1.96324 4.02577
H 3.40943 0.27659 3.68185
H 2.29025 1.33408 4.58528
H 4.64410 2.90030 1.40238
H 3.74903 2.78936 -0.11981
H 4.42578 1.31532 0.61546
H 1.68094 4.09765 3.45866
H 0.45088 3.96764 2.19758
H 3.79084 5.20036 3.07451
H 5.17987 6.72357 1.73611
H 4.45751 7.36969 -0.54563
H 2.32156 6.54827 -1.42992
H 0.28577 5.59470 -1.15195
H -0.31625 5.04462 0.40166
H 1.71165 3.54587 -3.42611
H 2.45536 2.08322 -2.72976
H 2.85342 3.68635 -2.07558
H -1.13066 4.03152 -3.05724
H -2.14043 3.25797 -1.81441
H -1.34672 2.26343 -3.04653
C -4.77789 3.06689 -0.11959
C -4.07624 3.23669 1.22189
Sb -2.46119 1.85714 1.54131
C -1.98990 2.20881 3.60890
C -3.13038 2.76802 4.45436
C -3.62617 0.04969 1.62801
C -4.75471 0.01816 2.65240
H -5.62440 3.74962 -0.19138
H -5.16865 2.05633 -0.24921
H -4.12239 3.28259 -0.96005
H -4.76600 3.04899 2.04492
H -3.68969 4.24750 1.35441
H -1.14723 2.90090 3.61677
H -1.61726 1.25881 4.00037
H -3.44678 3.74788 4.09714
H -2.80488 2.89026 5.48749
H -4.00397 2.11912 4.45905
H -2.92192 -0.76666 1.80104
H -4.02236 -0.07961 0.61717
H -4.37171 0.02790 3.67195
H -5.34885 -0.88844 2.53431
H -5.43545 0.86210 2.54052
*
```

Atom charges from the Löwdin analysis, given in e for atoms 1 to 8:
1. Au 0.383
2. C -0.059
3. N -0.112
4. C -0.138
5. N 0.007
6. C -0.221
7. N 0.161
8. C -0.200